(1)
{"formula": "C23H42Cl3N2O4RuSi", "method": "wB97M-V/def2-TZVPD", "elements": ["C", "C", "H", "H", "H", "C", "C", "H", "H", "H", "H", "Ru", "Cl", "Cl", "H", "H", "C", "C", "N", "H", "C", "O", "H", "H", "H", "H", "H", "H", "C", "C", "N", "H", "C", "O", "H", "H", "H", "H", "O", "C", "C", "C", "H", "C", "H", "C", "H", "C", "C", "H", "H", "H", "Si", "Cl", "C", "C", "C", "H", "H", "H", "H", "H", "H", "H", "H", "H", "C", "C", "C", "O", "H", "H", "H", "H", "H", "H"], "coordinates": [[-1.5327, 0.1375, -5.8827], [-1.7583, 0.8399, -4.5724], [-2.2790, 0.4188, -6.6253], [-1.5272, -0.9464, -5.7691], [-0.5629, 0.4743, -6.2692], [-2.3829, 2.0853, -4.4720], [-3.3625, 2.5983, -5.4340], [-1.9680, 2.8244, -3.7876], [-4.2310, 1.9301, -5.4993], [-2.9279, 2.6733, -6.4366], [-3.6882, 3.6024, -5.1428], [0.2077, -1.6509, 1.1480], [2.2567, -2.0060, 0.2250], [-0.8574, -3.4858, 1.8549], [1.9910, -3.9361, 5.8863], [3.6815, -5.2472, 3.9254], [1.3179, -3.9632, 5.0217], [2.7531, -5.0946, 3.3556], [2.0752, -3.8864, 3.7870], [0.6149, -3.1355, 5.0879], [2.1548, -2.7501, 3.0783], [1.2827, -1.8393, 3.0828], [3.0095, -4.9943, 2.2982], [3.0720, -2.6356, 2.4815], [0.7801, -4.9128, 5.0529], [2.0839, -5.9545, 3.4969], [-3.8206, -0.8261, -1.2344], [-4.0648, 2.1383, -0.9509], [-4.1326, -0.5406, -0.2139], [-3.9355, 1.8996, 0.1059], [-3.3416, 0.5849, 0.2735], [-4.0492, -1.4084, 0.4513], [-2.1940, 0.4353, 0.9652], [-1.8363, -0.6439, 1.4965], [-3.3001, 2.6651, 0.5551], [-1.5791, 1.3593, 1.0214], [-5.1768, -0.2093, -0.2734], [-4.9237, 1.9243, 0.5772], [-1.7914, -0.1389, -3.3597], [-0.6151, 0.5945, -3.5582], [-1.1690, 2.2701, -1.7275], [-0.2358, 1.6272, -2.5648], [-2.2073, 1.9235, -1.7463], [-0.8069, 3.4145, -1.0180], [0.2009, 0.0305, -4.0009], [1.0912, 2.1056, -2.5669], [-1.5599, 3.9533, -0.4320], [0.5068, 3.9008, -1.0575], [1.4539, 3.2349, -1.8354], [1.8152, 1.5981, -3.2088], [0.7926, 4.8118, -0.5115], [2.4815, 3.6045, -1.8919], [-1.1877, -3.0178, -2.1782], [-0.4987, -1.1879, -0.9124], [-2.6209, -3.7859, -1.2455], [0.1680, -4.1505, -1.5264], [-1.2702, -2.8772, -4.0114], [-3.2501, -3.0871, -0.6973], [-2.2341, -4.5053, -0.5128], [-3.2348, -4.3391, -1.9650], [-2.2659, -2.5654, -4.3508], [-1.0598, -3.8727, -4.4277], [-0.5173, -2.1868, -4.4043], [1.1860, -3.7988, -1.6964], [0.0276, -5.1357, -1.9693], [0.0682, -4.2559, -0.4363], [2.8651, 1.3396, 0.8999], [1.4670, 1.2878, 1.3787], [0.8609, 2.3949, 2.1657], [0.6530, 0.4273, 0.9541], [3.0648, 2.3566, 0.5394], [3.0041, 0.6108, 0.0925], [3.5494, 1.1183, 1.7275], [0.5776, 3.1992, 1.4673], [-0.0437, 2.0373, 2.6756], [1.5820, 2.7873, 2.8847]], "forces_ev_per_a": [[-0.184, 0.238, -0.322], [2.566, -1.748, 1.629], [-0.098, -0.141, 0.016], [0.009, 0.212, -0.046], [-0.146, -0.203, -0.066], [-0.450, 1.551, 0.331], [-0.499, 0.139, -0.300], [-0.222, -0.380, -0.062], [-0.009, 0.181, -0.141], [-0.114, 0.015, -0.124], [-0.083, -0.243, -0.122], [0.153, -0.287, 2.453], [2.671, -0.550, -1.244], [-1.360, -2.320, 0.813], [0.043, 0.027, -0.087], [-0.192, -0.188, -0.046], [-0.291, -0.173, -0.103], [0.578, 0.323, 0.056], [-0.201, 0.185, 0.298], [0.022, -0.077, -0.123], [-0.930, 1.079, 0.199], [2.166, -0.995, 1.502], [-0.076, -0.129, 0.128], [-0.455, -0.279, -0.188], [-0.152, 0.140, 0.001], [0.190, 0.270, -0.124], [0.046, 0.123, 0.384], [-0.086, 0.035, -0.074], [-0.067, -0.036, -0.046], [0.140, -0.067, -0.161], [-0.072, 0.124, 0.075], [0.063, 0.327, -0.110], [0.177, -1.564, 1.073], [-1.364, 2.443, -0.762], [-0.064, -0.121, 0.010], [-0.347, -0.419, 0.155], [0.176, -0.212, 0.126], [0.147, 0.046, 0.052], [-0.568, 1.012, -0.744], [-1.046, 0.066, -0.470], [0.126, -0.028, -0.551], [0.677, 0.792, 0.464], [0.589, 0.067, 0.140], [0.137, -0.001, 0.226], [0.267, -0.092, 0.227], [-0.613, -0.195, -0.253], [0.273, -0.241, -0.188], [-0.066, 0.031, -0.150], [0.055, -0.076, 0.067], [-0.095, 0.185, 0.248], [-0.224, -0.476, -0.259], [-0.346, -0.126, 0.056], [1.468, -0.305, 2.926], [-2.243, -0.590, -5.292], [-0.535, 0.162, -0.409], [0.271, 0.331, -0.352], [-0.198, 0.078, -0.497], [-0.047, -0.036, -0.136], [0.097, 0.344, -0.220], [-0.181, 0.056, 0.071], [0.297, 0.004, 0.067], [-0.029, 0.111, 0.172], [-0.150, -0.175, 0.131], [0.004, -0.091, -0.202], [0.077, -0.223, -0.131], [-0.171, 0.152, -0.365], [0.354, -0.142, -0.130], [-2.668, -1.339, -1.614], [0.161, 0.279, 0.635], [2.174, 2.996, 0.963], [0.069, -0.127, 0.147], [0.010, 0.159, 0.333], [-0.004, 0.053, -0.136], [0.183, -0.235, 0.215], [0.343, 0.101, -0.105], [-0.138, 0.192, 0.067]], "spin_multiplicity": 6, "de_lowest_kcal_mol": 94.3, "gap_ev": [5.857, 6.072], "lumo_ev": [0.4862, -0.3207]}



(2)
{"formula": "C26H9BCl68NO5P", "method": "wB97M-V/def2-TZVPD", "elements": ["C", "B", "O", "C", "C", "C", "C", "C", "C", "C", "O", "N", "P", "O", "O", "C", "O", "H", "H", "H", "H", "H", "H", "H", "H", "H", "C", "Cl", "Cl", "Cl", "Cl", "C", "Cl", "Cl", "Cl", "Cl", "C", "Cl", "Cl", "Cl", "Cl", "C", "Cl", "Cl", "Cl", "Cl", "C", "Cl", "Cl", "Cl", "Cl", "C", "Cl", "Cl", "Cl", "Cl", "C", "Cl", "Cl", "Cl", "Cl", "C", "Cl", "Cl", "Cl", "Cl", "C", "Cl", "Cl", "Cl", "Cl", "C", "Cl", "Cl", "Cl", "Cl", "C", "Cl", "Cl", "Cl", "Cl", "C", "Cl", "Cl", "Cl", "Cl", "C", "Cl", "Cl", "Cl", "Cl", "C", "Cl", "Cl", "Cl", "Cl", "C", "Cl", "Cl", "Cl", "Cl", "C", "Cl", "Cl", "Cl", "Cl", "C", "Cl", "Cl", "Cl", "Cl"], "coordinates": [[-1.2563, 4.1324, 3.9682], [-1.1104, 2.6582, 4.5311], [-1.9528, 2.2133, 5.5181], [0.0095, 1.7527, 3.8671], [1.1584, 1.4384, 4.4903], [2.1170, 0.6981, 3.8901], [1.8412, 0.2905, 2.6503], [0.6443, 0.5941, 2.0096], [-0.2695, 1.3245, 2.6173], [0.6864, -0.0139, 0.6255], [-0.1406, -0.3308, -0.0791], [2.1096, -0.1554, 0.3765], [2.5710, 1.4655, -0.2587], [1.1804, 2.2735, -0.6280], [3.3942, 2.3510, 0.8765], [2.6490, -0.5102, 1.6367], [3.4800, -1.2557, 1.8109], [-2.1485, 4.6396, 4.3284], [-0.3514, 4.7028, 4.1789], [-1.3445, 4.0986, 2.8769], [-2.8403, 2.2237, 5.1445], [1.3617, 1.7790, 5.4900], [3.0504, 0.4694, 4.3411], [-1.1902, 1.5715, 2.1138], [0.8830, 2.8222, 0.1162], [2.7763, 2.8511, 1.4319], [-1.7044, -4.1925, -1.3908], [-1.6779, -5.9449, -1.1609], [-0.1264, -3.5263, -0.9780], [-2.0613, -3.8072, -3.0800], [-2.9311, -3.4663, -0.3307], [-1.4682, 1.4383, -3.0836], [-2.1845, -0.1446, -2.7901], [-1.5936, 2.4181, -1.6139], [0.2265, 1.2435, -3.5299], [-2.3370, 2.2291, -4.4090], [-3.4326, 3.5583, -8.5488], [-3.2565, 2.9648, -6.8893], [-4.9784, 4.3941, -8.7127], [-2.1182, 4.6794, -8.9141], [-3.3804, 2.1869, -9.6648], [6.3387, 4.4069, -0.5006], [7.1870, 2.9963, -1.1451], [4.6418, 4.3339, -0.9691], [6.4425, 4.4110, 1.2658], [7.0768, 5.8822, -1.1392], [-5.5922, -0.3326, 1.4465], [-4.7790, 0.0115, 2.9838], [-5.3483, 1.0219, 0.3384], [-4.9249, -1.8103, 0.7209], [-7.3175, -0.5477, 1.7458], [1.0316, -7.3601, 1.8859], [0.5749, -6.0840, 0.7595], [0.7135, -8.9356, 1.1482], [2.7521, -7.2270, 2.2733], [0.0844, -7.2065, 3.3716], [-2.7790, -2.5966, -6.7795], [-3.4021, -3.3530, -8.2531], [-1.2021, -3.2953, -6.3932], [-2.5993, -0.8592, -7.0649], [-3.8789, -2.8271, -5.4079], [-7.3759, -2.6068, -7.9384], [-7.5295, -3.5543, -6.4593], [-8.9032, -1.7906, -8.2942], [-6.0932, -1.4052, -7.7665], [-6.9695, -3.7007, -9.2686], [-1.2950, -2.5493, 4.2086], [-0.0810, -1.3481, 3.7359], [-0.6267, -4.1858, 4.1674], [-1.8542, -2.1885, 5.8501], [-2.6440, -2.4434, 3.0740], [3.4235, -3.2174, 5.0134], [4.7590, -3.0406, 6.1586], [4.0044, -4.0016, 3.5454], [2.1429, -4.1925, 5.7393], [2.7901, -1.6002, 4.6099], [6.4337, -0.7978, 9.1976], [7.2687, -0.2062, 10.6368], [6.5166, 0.4210, 7.9209], [7.2027, -2.2845, 8.6359], [4.7403, -1.1227, 9.5924], [9.0267, 0.3265, -3.5474], [8.1515, -0.5282, -4.8208], [10.6008, -0.4361, -3.2988], [9.2572, 2.0131, -4.0200], [8.0952, 0.2565, -2.0451], [2.1712, 0.3186, 13.0313], [3.0367, -0.3238, 11.6269], [2.4651, 2.0564, 13.1553], [0.4368, 0.0259, 12.8461], [2.7506, -0.4828, 14.4952], [-7.7643, 6.3458, -6.0601], [-7.3686, 7.5678, -7.2743], [-6.3117, 5.4273, -5.6581], [-8.3855, 7.1375, -4.6073], [-8.9918, 5.2508, -6.7055], [7.0863, 0.7348, 3.5951], [7.2497, 1.5145, 2.0195], [6.3617, 1.8812, 4.7388], [6.0443, -0.6810, 3.4478], [8.6776, 0.2424, 4.1861], [0.4530, 2.3568, -11.6030], [1.7278, 1.2135, -12.0390], [-0.1191, 2.0115, -9.9706], [1.0915, 4.0041, -11.6662], [-0.8912, 2.2030, -12.7409], [-8.0122, -4.6710, -2.5110], [-7.0725, -5.8287, -1.5638], [-9.4750, -4.2313, -1.6288], [-7.0399, -3.2233, -2.8076], [-8.4652, -5.4099, -4.0475]], "forces_ev_per_a": [[-0.453, -0.618, -0.406], [0.400, 0.883, -0.256], [0.144, -0.860, -0.500], [-2.269, 1.999, 2.197], [0.791, 0.662, 2.061], [1.114, 0.563, 0.139], [0.119, -0.988, -2.881], [1.827, -1.316, -1.610], [-2.097, 1.036, -1.130], [4.083, 1.582, 4.573], [-4.686, -1.510, -3.798], [-0.916, 0.519, -1.234], [2.858, -0.231, -3.265], [0.811, -0.150, 1.753], [-1.923, -0.644, 0.231], [-4.251, 4.816, 0.397], [5.141, -4.305, 0.685], [0.111, 0.222, 0.225], [-0.007, 0.125, 0.112], [0.147, 0.040, -0.064], [-0.403, 0.359, 0.586], [-0.138, 0.213, 0.352], [0.593, 0.541, 0.278], [-0.345, 0.051, -0.082], [-0.480, 0.008, -0.140], [0.325, 0.090, 0.530], [0.017, -0.068, -0.057], [-0.625, 0.161, -0.515], [0.068, 0.152, -0.008], [-0.021, -0.122, 0.396], [0.578, -0.420, -0.429], [0.042, -0.223, 0.099], [-0.038, -0.067, 0.003], [-0.326, 0.077, -0.166], [-0.048, 0.023, -0.027], [0.312, -0.093, 0.733], [-0.110, 0.045, -0.124], [-0.211, 0.137, -0.732], [0.032, -0.031, -0.082], [-0.051, 0.010, 0.030], [-0.218, 0.061, 0.107], [-0.029, 0.072, 0.078], [-0.147, 0.277, 0.143], [0.096, 0.234, -0.292], [-0.045, 0.388, -0.162], [-0.009, -0.033, 0.005], [-0.045, 0.047, 0.013], [-0.131, 0.079, -0.120], [0.048, -0.072, 0.009], [-0.553, 0.592, 0.300], [0.015, -0.035, -0.032], [0.138, 0.088, -0.029], [0.539, -0.191, 0.610], [-0.009, 0.000, 0.020], [-0.039, -0.051, 0.012], [0.015, -0.165, 0.004], [0.053, 0.148, -0.064], [0.062, -0.133, 0.239], [-0.042, 0.022, 0.001], [0.022, 0.072, 0.006], [-0.052, -0.089, -0.395], [0.087, -0.024, -0.112], [0.007, 0.171, -0.047], [0.023, -0.035, 0.040], [-0.227, 0.147, 0.049], [-0.024, 0.007, -0.084], [0.006, -0.002, 0.081], [-1.143, -1.622, 0.387], [-0.274, 0.297, -0.260], [-0.021, 0.019, -0.039], [0.118, -0.166, 0.106], [-0.030, 0.072, 0.035], [0.005, 0.015, 0.022], [-0.026, 0.060, 0.002], [0.283, 0.037, 0.145], [0.911, -2.103, 1.127], [0.025, 0.073, -0.033], [-0.029, -0.016, -0.008], [-0.018, -0.070, 0.002], [0.003, -0.021, 0.007], [0.473, -0.299, -0.680], [0.019, -0.017, -0.029], [0.006, 0.014, 0.027], [-0.023, 0.012, 0.004], [-0.003, -0.021, 0.011], [0.105, -0.274, -0.098], [-0.120, -0.071, -0.033], [-0.371, 0.363, 0.718], [0.003, -0.024, -0.010], [0.027, 0.011, 0.010], [-0.004, 0.011, -0.026], [0.008, -0.012, 0.019], [0.000, -0.017, 0.003], [-0.033, 0.022, 0.094], [0.002, -0.004, -0.026], [0.016, 0.012, -0.001], [0.045, -0.210, -0.116], [0.084, -0.389, 0.216], [-0.027, 0.061, -0.016], [0.042, 0.113, 0.022], [-0.034, 0.045, 0.031], [0.010, -0.012, 0.035], [-0.019, 0.022, -0.006], [0.301, -0.104, -0.051], [-0.015, -0.010, -0.003], [0.005, 0.009, 0.011], [0.064, -0.010, 0.071], [0.017, 0.045, 0.010], [-0.004, 0.039, 0.043], [-0.007, -0.027, 0.016], [-0.026, -0.097, 0.009]], "gap_ev": 8.846, "lumo_ev": -0.3201}



Computed E_tot, in the same sequence as the records: -3076.9161; -33086.1310 a.u..